Here is 10 unconnected molecules or ions with the total composition C21H64N2O10 from OMol25. Energies are from wB97M-V/def2-TZVPD.

Geometry as XYZ:
```
97
C21H64N2O10 | OMol25 | wB97M-V/def2-TZVPD
C 2.44 7.52 -1.39
O 1.30 6.98 -0.82
C 1.36 6.55 0.48
C 2.02 5.17 0.66
C 1.13 4.05 0.07
N 1.94 4.83 2.11
H 3.04 8.13 -0.70
H 2.08 8.16 -2.19
H 3.14 6.79 -1.78
H 1.86 7.28 1.11
H 0.37 6.60 0.94
H 3.03 5.24 0.24
H 0.12 4.16 0.46
H 1.42 3.02 0.28
H 1.17 4.21 -1.01
H 1.06 5.09 2.54
H 2.59 5.41 2.62
C -2.62 -2.08 0.88
O -3.19 -2.74 2.02
C -4.66 -2.76 2.02
C -5.12 -3.91 1.09
C -6.68 -4.05 1.08
N -4.62 -5.14 1.63
H -2.63 -2.67 -0.04
H -1.62 -1.69 1.09
H -3.14 -1.17 0.60
H -4.98 -2.82 3.06
H -5.09 -1.82 1.68
H -4.79 -3.83 0.05
H -7.15 -4.12 2.06
H -7.09 -4.83 0.44
H -7.21 -3.16 0.74
H -4.53 -5.86 0.92
H -3.69 -4.99 1.99
C 1.05 -3.65 -0.22
C 0.52 -4.91 0.46
O 0.80 -5.88 -0.51
H 2.13 -3.74 -0.23
H 0.81 -2.70 0.26
H 0.82 -3.67 -1.28
H -0.57 -4.93 0.56
H 1.02 -5.16 1.40
H 0.22 -6.64 -0.42
C 3.90 0.19 2.46
C 3.61 1.67 2.84
O 2.22 1.88 2.48
H 3.43 -0.11 1.53
H 3.71 -0.51 3.27
H 4.92 0.06 2.10
H 4.18 2.31 2.16
H 3.81 1.99 3.86
H 2.17 2.80 2.21
C -0.51 -1.94 4.45
C -0.24 -0.56 3.75
O 1.02 0.03 4.16
H -0.85 -1.67 5.45
H 0.34 -2.61 4.56
H -1.29 -2.42 3.86
H -1.05 0.17 3.84
H -0.13 -0.61 2.67
H 1.27 0.65 3.47
C -3.40 3.21 0.05
C -3.11 1.69 -0.10
O -2.72 1.46 -1.39
H -4.06 3.54 -0.75
H -2.46 3.73 -0.14
H -3.68 3.35 1.09
H -3.94 1.01 0.13
H -2.30 1.44 0.57
H -3.56 1.36 -1.84
C -0.16 -1.93 -3.91
C -0.68 -2.23 -5.27
O -1.50 -3.38 -5.15
H 0.48 -2.73 -3.53
H -0.98 -1.65 -3.25
H 0.60 -1.16 -4.01
H 0.01 -2.38 -6.09
H -1.38 -1.49 -5.68
H -1.48 -3.67 -6.07
C 3.72 1.44 -2.87
O 2.48 1.08 -3.49
H 3.81 0.95 -1.90
H 4.46 0.99 -3.53
H 3.92 2.51 -2.83
H 1.71 1.30 -2.95
C 0.50 0.25 -0.55
O 0.26 1.27 -1.49
H -0.39 0.04 0.04
H 0.65 -0.68 -1.09
H 1.33 0.56 0.09
H -0.70 1.34 -1.60
C 3.66 -2.22 -2.58
O 4.99 -1.73 -2.74
H 3.35 -2.76 -3.47
H 3.49 -2.74 -1.64
H 3.07 -1.30 -2.59
H 5.41 -2.09 -3.52
```

Values from the calculation:
Total charge: 0
HOMO energy, eV: -9.2
Gap between HOMO and LUMO, eV: 9.5308
Structure (SMILES): COC[C@H](C)N.COC[C@H](C)N.CCO.CCO.CCO.CCO.CCO.CO.CO.CO
M, g/mol: 504.75
E_tot, eV: -46264.4450
E_LUMO, eV: 0.4

***

Here is a molecular structure, C34H31AsBrF4FeN2O9P3S from OMol25. Energies are from wB97M-V/def2-TZVPD.

Geometry as XYZ:
```
87
C34H31AsBrF4FeN2O9P3S | OMol25 | wB97M-V/def2-TZVPD
Fe -0.53 -0.87 0.87
O 6.27 3.63 0.29
C 4.94 3.73 0.48
O 4.41 4.80 0.57
C 4.15 2.45 0.57
C 3.01 2.46 1.35
C 2.18 1.36 1.38
C 2.46 0.25 0.59
C 3.62 0.23 -0.18
C 4.47 1.32 -0.17
N 1.53 -0.84 0.56
C 2.02 -2.01 0.48
C 1.14 -3.17 0.57
C 1.62 -4.46 0.40
C 0.73 -5.51 0.54
C -0.58 -5.23 0.86
C -0.98 -3.90 1.02
N -0.13 -2.89 0.87
H 6.56 2.71 0.38
H 2.78 3.34 1.94
H 1.31 1.35 2.02
H 3.83 -0.60 -0.84
H 5.35 1.31 -0.81
H 3.09 -2.18 0.42
H 2.66 -4.62 0.16
H 1.06 -6.53 0.40
H -1.32 -6.01 0.99
H -2.00 -3.65 1.27
F 0.72 6.46 0.87
C 0.46 5.30 0.32
C 0.75 5.08 -1.02
F 1.28 6.04 -1.75
C 0.46 3.85 -1.58
F 0.69 3.72 -2.89
C -0.07 2.80 -0.84
P -0.49 1.17 -1.59
C 0.83 0.76 -2.73
C 0.60 -0.20 -3.73
C 1.61 -0.49 -4.63
C 2.85 0.14 -4.54
C 3.08 1.07 -3.53
C 2.07 1.37 -2.63
C -2.00 1.61 -2.44
C -1.99 1.87 -3.81
C -3.14 2.34 -4.43
C -4.29 2.55 -3.68
C -4.30 2.29 -2.32
C -3.16 1.83 -1.69
C -0.41 3.07 0.48
Br -1.30 1.79 1.55
C -0.15 4.29 1.06
F -0.46 4.54 2.33
H -0.36 -0.68 -3.82
H 1.43 -1.22 -5.41
H 3.63 -0.09 -5.25
H 4.03 1.57 -3.46
H 2.26 2.10 -1.85
H -1.10 1.71 -4.40
H -3.13 2.54 -5.49
H -5.19 2.91 -4.17
H -5.20 2.45 -1.74
H -3.18 1.62 -0.63
O -2.23 -3.19 -1.56
P -2.21 -1.63 -1.85
O -2.30 -1.28 -3.26
O -0.94 -1.04 -1.12
O -3.46 -1.09 -0.99
P -3.65 -1.50 0.56
O -4.86 -0.58 1.02
O -3.95 -2.96 0.63
O -2.45 -0.98 1.31
H -2.92 -3.43 -0.90
H -5.72 -0.95 0.79
C -0.07 -3.82 4.48
As -0.91 -2.09 4.46
C -2.79 -2.35 4.11
C -0.78 -1.44 6.26
S 0.13 -0.72 3.22
H -0.45 -4.40 5.32
H 1.00 -3.67 4.58
H -0.28 -4.34 3.54
H -3.32 -2.30 5.06
H -2.95 -3.32 3.64
H -3.13 -1.57 3.44
H -1.15 -2.19 6.95
H -1.37 -0.53 6.34
H 0.27 -1.22 6.47
```

Values from the calculation:
ΔE to the lowest compared entry with this formula, charge and spin, kJ/mol: 96.0
Total charge: +1
HOMO energy (spin up / spin down), eV: -10.8 / -11.4
Gap between HOMO and LUMO (spin up / spin down), eV: 7.1472 / 6.7744
M, g/mol: 1023.28
2S+1: 2
E_tot, eV: -272011.1903
E_LUMO (spin up / spin down), eV: -3.7 / -4.6

***

Here is a molecular structure, H12NaO6 from OMol25. Energies are from wB97M-V/def2-TZVPD.

Geometry as XYZ:
```
19
H12NaO6 | OMol25 | wB97M-V/def2-TZVPD
Na -0.10 0.21 0.01
O -2.64 -0.05 -0.22
H -2.92 -0.83 -0.71
H -3.45 0.45 -0.07
O -0.26 0.11 2.86
H -0.91 0.74 3.18
H 0.59 0.51 3.06
O 1.49 0.79 -1.72
H 2.20 1.44 -1.80
H 1.16 0.68 -2.62
O -0.03 2.48 1.03
H 0.74 2.89 1.43
H -0.56 3.22 0.70
O 0.23 -2.09 -2.51
H 0.95 -1.66 -2.99
H 0.63 -2.31 -1.66
O 0.91 -1.98 0.34
H 1.72 -2.07 0.87
H 0.26 -2.52 0.80
```

Values from the calculation:
ΔE to the lowest compared entry with this formula, charge and spin, kJ/mol: 38.0
Total charge: +1
HOMO energy, eV: -14.4
Gap between HOMO and LUMO, eV: 11.1449
M, g/mol: 131.08
E_tot, eV: -16892.9345
E_LUMO, eV: -3.3

***

Here is a molecular structure, C15H18BN9ORh from OMol25. Energies are from wB97M-V/def2-TZVPD.

Geometry as XYZ:
```
45
C15H18BN9ORh | OMol25 | wB97M-V/def2-TZVPD
Rh -0.07 -0.11 0.04
C 3.99 0.56 -1.19
C 2.85 -0.22 -1.20
N 1.90 0.40 -0.49
N 2.39 1.56 -0.02
C 3.66 1.67 -0.43
B 1.53 2.52 0.84
N 0.23 2.84 0.05
C -0.30 4.01 -0.34
C -1.51 3.77 -0.97
C -1.67 2.39 -0.94
N -0.61 1.86 -0.32
N 1.10 1.76 2.12
C 1.15 2.06 3.43
C 0.66 0.99 4.16
C 0.30 0.04 3.21
N 0.57 0.52 2.00
N 2.30 3.80 1.08
C 2.75 4.66 0.11
C 3.33 5.73 0.73
C 3.22 5.45 2.11
N 2.63 4.29 2.30
H 4.93 0.35 -1.67
H 2.68 -1.17 -1.69
H 4.28 2.52 -0.16
H 0.19 4.95 -0.13
H -2.19 4.49 -1.39
H -2.46 1.78 -1.33
H 1.53 3.01 3.76
H 0.57 0.91 5.23
H -0.10 -0.95 3.37
H 2.63 4.45 -0.94
H 3.83 6.57 0.28
H 3.57 6.03 2.94
N -2.30 -1.99 -3.14
C -1.72 -1.63 -2.01
O -0.69 -0.92 -1.99
C -2.37 -2.06 -0.71
C -1.40 -1.95 0.42
H -1.88 -1.71 -4.02
H -3.14 -2.54 -3.17
H -2.71 -3.11 -0.80
H -3.26 -1.45 -0.55
H -0.60 -2.69 0.42
H -1.83 -1.74 1.40
```

Values from the calculation:
ΔE to the lowest compared entry with this formula, charge and spin, kJ/mol: 96.0
Total charge: +2
HOMO energy (spin up / spin down), eV: -14.4 / -14.4
Gap between HOMO and LUMO (spin up / spin down), eV: 5.0339 / 4.5588
M, g/mol: 454.09
2S+1: 2
E_tot, eV: -34974.9011
E_LUMO (spin up / spin down), eV: -9.4 / -9.9

***

Here is C3H7N3 in the gas phase from OMol25. Energies are from wB97M-V/def2-TZVPD.

Geometry as XYZ:
```
13
C3H7N3 | OMol25 | wB97M-V/def2-TZVPD
H 0.69 -1.99 0.01
N -0.23 -1.59 -0.14
C -0.24 -0.34 -0.16
C 0.86 0.65 0.06
N 2.15 -0.12 -0.01
N -1.45 0.41 -0.43
C -2.54 0.19 0.16
H 0.79 1.46 -0.68
H 0.78 1.07 1.07
H 2.35 -0.37 -0.98
H 2.92 0.45 0.32
H -2.65 -0.52 0.98
H -3.42 0.71 -0.19
```

Values from the calculation:
ΔE to the lowest compared entry with this formula, charge and spin, kJ/mol: 96.2
Total charge: 0
HOMO energy, eV: -9.6
Gap between HOMO and LUMO, eV: 10.4986
Structure (SMILES): [H]/N=C(\CN)N=C
M, g/mol: 85.11
E_tot, eV: -7693.6819
E_LUMO, eV: 0.9

***

Here is C15H9IO4 in the gas phase from OMol25. Energies are from wB97M-V/def2-TZVPD.

Geometry as XYZ:
```
29
C15H9IO4 | OMol25 | wB97M-V/def2-TZVPD
O 0.45 0.75 -2.51
C 0.24 -0.07 -1.61
C -0.89 -1.03 -1.53
C -2.06 -1.13 -2.27
C -2.96 -2.17 -1.98
C -2.70 -3.06 -0.94
C -1.54 -2.89 -0.18
C -0.63 -1.90 -0.49
C 0.61 -1.53 0.20
O 1.18 -2.22 1.02
C 1.18 -0.19 -0.38
O 2.61 -0.37 -0.72
C 1.05 0.99 0.60
C 0.24 0.94 1.76
C 0.16 2.03 2.61
I -1.09 2.04 4.48
C 0.84 3.22 2.30
C 1.64 3.28 1.16
C 1.73 2.21 0.31
O 2.45 2.33 -0.83
H -2.24 -0.44 -3.11
H -3.86 -2.35 -2.57
H -3.33 -3.92 -0.74
H -1.35 -3.58 0.61
H 3.10 -0.73 0.03
H -0.33 0.09 2.02
H 0.83 4.04 2.99
H 2.20 4.21 0.97
H 2.46 1.44 -1.24
```

Values from the calculation:
ΔE to the lowest compared entry with this formula, charge and spin, kJ/mol: 14.1
Total charge: 0
HOMO energy, eV: -8.6
Gap between HOMO and LUMO, eV: 7.7767
Structure (SMILES): O=C1c2ccccc2C(=O)C1(O)c1cc(I)ccc1O
M, g/mol: 380.14
E_tot, eV: -31990.9101
E_LUMO, eV: -0.8

***

Here is 8 unconnected molecules or ions with the total composition C61H90BN10O3 from OMol25. Energies are from wB97M-V/def2-TZVPD.

Geometry as XYZ:
```
165
C61H90BN10O3 | OMol25 | wB97M-V/def2-TZVPD
C 3.15 0.34 5.32
C 3.01 -1.19 4.69
C 1.99 -1.19 3.39
C 1.86 -2.70 2.72
C 1.66 -2.47 1.08
C 0.06 -2.23 0.73
C -0.44 -3.13 -0.56
C -1.73 -2.38 -1.31
C -1.23 -1.30 -2.44
C -1.91 0.21 -2.23
C -0.70 1.31 -2.02
C -1.35 2.81 -2.07
C -0.85 3.83 -0.88
C 0.70 3.64 -0.40
C 1.49 5.07 -0.08
O 2.83 4.76 -0.68
B 3.58 4.03 0.40
C 5.07 4.74 0.61
C 3.86 2.42 0.12
C 4.73 1.67 1.30
C 6.01 0.80 0.67
C 7.40 1.66 0.60
N 7.60 2.43 -0.70
C 7.68 1.50 -1.90
N 7.19 1.81 -3.17
N 8.37 0.12 -1.81
O 2.88 4.21 1.72
C 2.02 5.36 1.44
O 1.13 5.92 2.46
C -0.06 5.09 2.70
C 0.20 3.75 3.61
C -0.93 2.63 3.20
C -0.34 1.27 2.51
H 3.75 0.36 6.32
H 3.67 1.03 4.52
H 2.09 0.84 5.56
H 2.60 -1.91 5.52
H 4.08 -1.53 4.33
H 2.38 -0.37 2.65
H 0.92 -0.91 3.81
H 0.94 -3.24 3.21
H 2.83 -3.36 2.89
H 2.14 -3.35 0.46
H 2.22 -1.48 0.76
H -0.10 -1.08 0.45
H -0.66 -2.46 1.63
H 0.42 -3.33 -1.35
H -0.76 -4.19 -0.11
H -2.33 -3.23 -1.87
H -2.46 -1.92 -0.50
H -0.06 -1.16 -2.34
H -1.46 -1.73 -3.50
H -2.62 0.49 -3.15
H -2.63 0.19 -1.29
H -0.12 1.05 -1.04
H 0.01 1.23 -2.97
H -1.26 3.35 -3.13
H -2.53 2.67 -1.91
H -1.03 4.97 -1.16
H -1.54 3.61 0.06
H 1.28 3.15 -1.33
H 0.77 2.88 0.49
H 1.11 5.99 -0.74
H 5.00 5.91 0.67
H 5.59 4.39 1.62
H 5.80 4.43 -0.27
H 4.42 2.29 -0.90
H 2.82 1.88 0.06
H 5.06 2.36 2.19
H 4.01 0.84 1.77
H 5.67 0.32 -0.35
H 6.21 -0.11 1.42
H 8.29 0.87 0.73
H 7.53 2.40 1.52
H 8.57 2.85 -0.60
H 6.77 2.77 -3.13
H 7.75 -0.59 -2.26
H 9.31 0.18 -2.29
H 2.80 6.25 1.25
H -0.66 4.87 1.70
H -0.80 5.77 3.34
H 1.30 3.36 3.62
H -0.04 4.06 4.74
H -1.54 2.32 4.17
H -1.72 3.12 2.47
H -0.73 0.27 2.98
H -0.68 1.29 1.37
H 0.84 1.28 2.52
N -3.02 -4.70 1.54
C -2.92 -6.05 1.48
C -4.02 -6.90 1.50
C -5.29 -6.34 1.59
C -5.42 -4.96 1.66
C -4.27 -4.19 1.63
H -1.91 -6.44 1.41
H -3.88 -7.98 1.44
H -6.17 -6.98 1.61
H -6.39 -4.49 1.74
H -4.32 -3.10 1.68
N -5.40 -0.51 -4.71
C -4.43 -0.80 -5.59
C -4.38 -0.29 -6.88
C -5.39 0.58 -7.29
C -6.41 0.90 -6.40
C -6.37 0.34 -5.13
H -3.66 -1.48 -5.23
H -3.57 -0.56 -7.55
H -5.38 1.00 -8.29
H -7.21 1.57 -6.68
H -7.14 0.56 -4.40
N -3.82 -3.39 -9.15
C -2.84 -3.69 -10.04
C -2.79 -3.17 -11.33
C -3.80 -2.31 -11.73
C -4.82 -1.99 -10.84
C -4.79 -2.55 -9.57
H -2.08 -4.37 -9.68
H -1.98 -3.44 -12.00
H -3.80 -1.89 -12.73
H -5.62 -1.32 -11.13
H -5.56 -2.32 -8.84
N -4.62 1.77 2.26
C -4.78 2.77 1.36
C -5.86 3.63 1.35
C -6.85 3.46 2.31
C -6.73 2.43 3.24
C -5.60 1.62 3.18
H -3.98 2.87 0.63
H -5.93 4.42 0.61
H -7.72 4.11 2.33
H -7.48 2.27 4.00
H -5.46 0.81 3.88
N -5.08 -9.71 5.12
C -4.77 -8.50 4.62
C -3.87 -7.63 5.21
C -3.24 -8.03 6.39
C -3.54 -9.27 6.93
C -4.45 -10.08 6.27
H -5.29 -8.23 3.71
H -3.66 -6.66 4.76
H -2.52 -7.37 6.88
H -3.06 -9.61 7.84
H -4.72 -11.06 6.65
N 11.69 -1.31 -5.09
C 11.78 -2.66 -5.16
C 10.69 -3.51 -5.14
C 9.42 -2.95 -5.04
C 9.29 -1.57 -4.97
C 10.44 -0.80 -5.00
H 12.80 -3.05 -5.23
H 10.83 -4.58 -5.19
H 8.54 -3.59 -5.02
H 8.31 -1.10 -4.90
H 10.39 0.29 -4.95
N -3.02 5.43 4.95
C -3.12 4.69 6.08
C -3.21 5.25 7.35
C -3.19 6.63 7.47
C -3.08 7.41 6.32
C -3.00 6.77 5.10
H -3.13 3.62 5.94
H -3.29 4.61 8.22
H -3.26 7.10 8.44
H -3.06 8.49 6.38
H -2.92 7.33 4.17
```

Values from the calculation:
Total charge: -1
HOMO energy, eV: -4.0
Gap between HOMO and LUMO, eV: 5.8319
M, g/mol: 1022.27
E_tot, eV: -86425.6297
E_LUMO, eV: 1.8

***

Here is 3 unconnected molecules or ions with the total composition C3H14N2O2 from OMol25. Energies are from wB97M-V/def2-TZVPD.

Geometry as XYZ:
```
21
C3H14N2O2 | OMol25 | wB97M-V/def2-TZVPD
N -0.16 -0.60 2.94
C 0.58 -0.01 1.84
C -0.10 0.67 0.67
C 0.79 0.83 -0.52
N 0.33 1.62 -1.66
H -0.71 0.06 3.48
H -0.94 -1.19 2.66
H 1.22 -0.80 1.41
H 1.23 0.73 2.30
H -1.06 0.18 0.46
H -0.40 1.71 0.93
H 1.11 -0.16 -0.86
H 1.86 1.01 -0.24
H -0.30 2.38 -1.44
H 1.14 2.11 -2.02
O -1.24 -0.70 -2.32
H -2.13 -0.55 -1.99
H -0.94 0.25 -2.30
O 0.25 -2.58 -1.25
H -0.14 -3.07 -0.53
H -0.41 -1.89 -1.55
```

Values from the calculation:
ΔE to the lowest compared entry with this formula, charge and spin, kJ/mol: 101.4
Total charge: 0
HOMO energy, eV: -9.5
Gap between HOMO and LUMO, eV: 10.2011
Structure (SMILES): NCCCN.O.O
M, g/mol: 110.16
E_tot, eV: -10412.7400
E_LUMO, eV: 0.7